Record 1
{
  "formula": "C28H27MoN8O8S2",
  "method": "ωB97M-V with the def2-TZVPD basis set",
  "charge": 1,
  "largest_force_ev_per_a": 0.9,
  "s_squared": 2.0102,
  "lumo_energy_ha": [-0.1297, -0.1366],
  "gap_ev": [7.4201, 7.6159],
  "homo_energy_ev": [-10.95, -11.33],
  "spin_multiplicity": 3,
  "species": ["Mo", "N", "C", "C", "C", "C", "C", "C", "N", "C", "C", "C", "S", "C", "N", "H", "H", "H", "H", "H", "H", "H", "O", "C", "C", "C", "C", "N", "C", "C", "C", "C", "C", "C", "O", "C", "C", "N", "H", "H", "H", "H", "H", "H", "H", "H", "H", "H", "H", "H", "O", "C", "O", "C", "C", "C", "C", "C", "N", "H", "H", "H", "H", "N", "N", "H", "H", "H", "H", "O", "S", "O", "O", "O"],
  "positions_angstrom": [[0.18, 0.01, 0.14], [-1.15, -3.14, 2.77], [-2.06, -2.22, 3.24], [-2.97, -2.29, 4.30], [-3.76, -1.18, 4.50], [-3.65, -0.05, 3.67], [-2.75, 0.00, 2.63], [-1.94, -1.11, 2.41], [-0.95, -1.38, 1.45], [-0.52, -2.62, 1.71], [0.50, -3.34, 0.97], [1.35, -4.29, 1.48], [2.46, -4.74, 0.27], [1.71, -3.67, -0.82], [0.70, -3.01, -0.33], [-1.02, -4.08, 3.11], [-3.04, -3.16, 4.93], [-4.49, -1.18, 5.30], [-4.29, 0.80, 3.86], [-2.68, 0.90, 2.04], [1.42, -4.67, 2.49], [2.08, -3.52, -1.83], [-5.69, 3.82, 0.17], [-4.52, 4.30, 0.80], [-3.40, 3.33, 0.56], [-2.16, 3.54, 1.13], [-1.14, 2.64, 0.91], [-1.33, 1.56, 0.14], [-2.53, 1.34, -0.44], [-3.59, 2.20, -0.24], [-2.59, 0.16, -1.33], [-3.63, -0.03, -2.21], [-3.58, -1.10, -3.11], [-4.72, -1.31, -4.07], [-5.98, -1.16, -3.43], [-2.45, -1.90, -3.10], [-1.44, -1.64, -2.19], [-1.52, -0.66, -1.29], [-6.39, 4.47, 0.27], [-4.66, 4.41, 1.88], [-4.22, 5.27, 0.41], [-1.96, 4.40, 1.77], [-0.17, 2.74, 1.38], [-4.56, 2.02, -0.68], [-4.48, 0.63, -2.23], [-4.62, -2.28, -4.57], [-4.68, -0.55, -4.84], [-6.16, -1.95, -2.91], [-2.34, -2.72, -3.79], [-0.54, -2.22, -2.15], [2.48, -1.10, -2.85], [2.07, -0.07, -2.36], [1.01, -0.04, -1.56], [2.67, 1.28, -2.61], [3.93, 1.34, -3.20], [4.49, 2.59, -3.42], [3.77, 3.71, -3.05], [2.52, 3.54, -2.47], [1.97, 2.35, -2.24], [4.44, 0.43, -3.46], [5.47, 2.68, -3.87], [4.16, 4.71, -3.20], [1.93, 4.40, -2.17], [0.00, 2.23, 3.85], [0.29, 0.83, 3.68], [0.64, 2.64, 4.53], [-0.92, 2.29, 4.28], [0.21, 0.35, 4.57], [1.27, 0.77, 3.43], [1.89, -0.94, 0.98], [2.71, 0.34, 1.16], [3.12, 0.54, 2.51], [1.46, 1.31, 0.86], [3.67, 0.51, 0.12]]
}

---

Record 2
{
  "formula": "C14H36N3O6OsP2S3",
  "method": "ωB97M-V with the def2-TZVPD basis set",
  "charge": 3,
  "largest_force_ev_per_a": 0.6,
  "s_squared": 6.0164,
  "lumo_energy_ha": [-0.2757, -0.3952],
  "gap_ev": [9.6968, 6.4504],
  "homo_energy_ev": [-17.20, -17.20],
  "spin_multiplicity": 5,
  "species": ["Os", "N", "C", "C", "P", "O", "O", "O", "P", "O", "O", "O", "H", "H", "H", "H", "H", "H", "H", "H", "C", "C", "S", "C", "C", "S", "C", "C", "S", "H", "H", "H", "H", "H", "H", "H", "H", "H", "H", "H", "H", "C", "N", "C", "C", "C", "N", "C", "C", "H", "H", "H", "H", "H", "H", "H", "H", "H", "H", "H", "H", "H", "H", "H", "H"],
  "positions_angstrom": [[-0.17, 0.89, 1.60], [2.45, 0.57, -2.23], [2.45, 1.30, -0.91], [3.67, 2.24, -0.93], [2.68, -0.05, 0.37], [3.56, 0.57, 1.52], [3.22, -1.20, -0.38], [1.31, -0.29, 1.08], [0.91, 2.30, -0.79], [1.15, 3.02, 0.65], [0.75, 3.15, -1.96], [-0.26, 1.35, -0.36], [3.00, -0.30, -2.10], [2.88, 1.15, -2.96], [1.52, 0.28, -2.58], [4.58, 1.68, -1.15], [3.80, 2.72, 0.04], [3.53, 3.02, -1.68], [4.51, 0.39, 1.47], [1.50, 3.92, 0.65], [0.70, -3.26, -3.61], [0.78, -3.44, -2.10], [-0.55, -2.71, -1.12], [-2.03, -3.61, -1.68], [-2.73, -2.81, -2.78], [-2.21, -1.09, -2.53], [-1.83, -0.48, -4.19], [-0.81, -1.28, -4.99], [0.78, -1.54, -4.18], [-0.20, -3.72, -4.02], [1.55, -3.79, -4.05], [1.69, -3.00, -1.69], [0.79, -4.50, -1.85], [-2.66, -3.73, -0.80], [-1.74, -4.61, -2.01], [-3.81, -2.87, -2.72], [-2.43, -3.14, -3.77], [-1.49, 0.54, -4.01], [-2.78, -0.42, -4.72], [-0.61, -0.73, -5.92], [-1.20, -2.25, -5.31], [-3.03, 1.34, 1.98], [-1.76, 2.03, 2.37], [-1.83, 3.44, 1.88], [-1.57, 2.04, 3.86], [-1.21, 0.66, 4.36], [-0.05, 0.10, 3.58], [1.24, 0.44, 4.26], [-0.18, -1.38, 3.51], [-3.88, 1.88, 2.41], [-3.03, 0.32, 2.36], [-3.11, 1.34, 0.90], [-2.75, 3.90, 2.26], [-1.84, 3.44, 0.79], [-0.97, 3.99, 2.24], [-2.49, 2.40, 4.33], [-0.78, 2.75, 4.08], [-2.04, -0.04, 4.29], [-0.93, 0.72, 5.42], [1.26, -0.05, 5.24], [1.31, 1.52, 4.39], [2.06, 0.09, 3.65], [-0.23, -1.78, 4.53], [0.69, -1.79, 3.00], [-1.09, -1.65, 2.98]]
}

---

Record 3
{
  "formula": "C20H49Cl2N3O16P4",
  "method": "ωB97M-V with the def2-TZVPD basis set",
  "smiles": "COP(=O)(OC)OC.COP(=O)(OC)OC.COP(=O)(OC)OC.COP(=O)(OC)OC.ClCCCl.CC#N.CC#N.CC#N",
  "largest_force_ev_per_a": 2.7,
  "lumo_energy_ha": 0.0146,
  "gap_ev": 10.9387,
  "homo_energy_ev": -10.54,
  "spin_multiplicity": 1,
  "species": ["C", "O", "P", "O", "O", "C", "O", "C", "H", "H", "H", "H", "H", "H", "H", "H", "H", "C", "O", "P", "O", "O", "C", "O", "C", "H", "H", "H", "H", "H", "H", "H", "H", "H", "C", "O", "P", "O", "O", "C", "O", "C", "H", "H", "H", "H", "H", "H", "H", "H", "H", "C", "O", "P", "O", "O", "C", "O", "C", "H", "H", "H", "H", "H", "H", "H", "H", "H", "Cl", "C", "C", "Cl", "H", "H", "H", "H", "C", "C", "N", "H", "H", "H", "C", "C", "N", "H", "H", "H", "C", "C", "N", "H", "H", "H"],
  "positions_angstrom": [[1.46, -8.03, 2.54], [1.05, -7.82, 1.14], [2.11, -7.38, 0.04], [1.51, -7.26, -1.26], [2.75, -6.09, 0.65], [2.89, -4.96, -0.27], [3.31, -8.47, 0.11], [4.14, -8.52, -1.09], [1.99, -7.20, 3.10], [2.12, -8.90, 2.53], [0.48, -8.26, 3.10], [3.68, -5.16, -1.00], [3.15, -4.12, 0.31], [1.96, -4.88, -0.80], [3.50, -8.19, -1.89], [4.30, -9.53, -1.35], [5.02, -7.86, -1.02], [-0.21, 0.51, -2.30], [0.84, 0.79, -1.34], [2.29, 0.69, -1.94], [2.42, -0.48, -2.83], [3.18, 0.75, -0.61], [3.40, -0.43, 0.17], [2.59, 2.11, -2.55], [3.89, 2.35, -3.20], [-0.34, 1.41, -2.86], [-1.14, 0.33, -1.72], [0.13, -0.35, -2.89], [4.03, -1.07, -0.45], [2.45, -0.91, 0.43], [4.02, -0.19, 1.05], [4.62, 2.01, -2.44], [3.83, 3.43, -3.33], [3.98, 1.82, -4.12], [1.28, 8.02, 1.58], [0.70, 6.85, 1.01], [1.34, 6.32, -0.40], [1.84, 7.37, -1.33], [0.30, 5.29, -1.04], [0.17, 4.00, -0.37], [2.51, 5.43, 0.22], [3.58, 5.12, -0.75], [2.19, 7.76, 2.09], [0.61, 8.54, 2.21], [1.47, 8.71, 0.72], [-0.45, 4.03, 0.53], [1.13, 3.53, -0.20], [-0.34, 3.37, -1.10], [3.18, 4.40, -1.46], [4.41, 4.60, -0.27], [3.96, 6.08, -1.16], [-6.11, -0.40, -2.60], [-4.94, 0.46, -2.62], [-4.40, 0.98, -1.23], [-3.97, -0.10, -0.33], [-3.26, 1.98, -1.67], [-2.98, 2.34, -3.03], [-5.50, 1.96, -0.66], [-6.40, 1.67, 0.41], [-6.17, -0.79, -3.62], [-7.06, 0.08, -2.31], [-5.92, -1.26, -2.00], [-3.89, 2.59, -3.59], [-2.55, 1.41, -3.51], [-2.33, 3.21, -2.98], [-5.99, 1.88, 1.39], [-6.78, 0.66, 0.37], [-7.28, 2.26, 0.19], [-2.07, 1.20, 2.73], [-1.69, -0.31, 1.70], [-0.18, -0.63, 1.79], [0.07, -2.11, 0.85], [-1.99, -0.15, 0.69], [-2.25, -1.21, 2.04], [0.05, -0.81, 2.85], [0.49, 0.12, 1.34], [1.03, 2.91, 4.71], [1.66, 2.44, 3.51], [2.09, 2.02, 2.56], [1.68, 3.46, 5.39], [0.45, 2.09, 5.13], [0.34, 3.63, 4.33], [-3.28, -1.40, 5.27], [-1.88, -1.18, 5.60], [-0.79, -0.86, 5.79], [-3.47, -2.44, 5.08], [-3.61, -0.86, 4.36], [-3.97, -1.04, 6.07], [-1.65, -2.60, -2.70], [-1.96, -1.59, -3.76], [-2.17, -0.68, -4.41], [-2.45, -2.66, -1.99], [-0.74, -2.24, -2.18], [-1.42, -3.57, -3.17]]
}

---

Record 4
{
  "formula": "C2H5ClS",
  "method": "ωB97M-V with the def2-TZVPD basis set",
  "largest_force_ev_per_a": 5.5,
  "s_squared": 2.0084,
  "lumo_energy_ha": [0.0298, -0.0703],
  "gap_ev": [7.6078, 7.8058],
  "homo_energy_ev": [-6.80, -9.72],
  "spin_multiplicity": 3,
  "species": ["C", "C", "S", "Cl", "H", "H", "H", "H", "H"],
  "positions_angstrom": [[0.01, 0.10, 1.59], [0.24, -0.35, -0.65], [-0.97, 0.82, -1.19], [1.83, -0.15, -1.22], [-0.79, 0.92, 1.37], [-0.42, -0.91, 1.60], [1.05, 0.38, 1.88], [-0.08, -1.44, -0.90], [-0.86, 0.63, -2.47]]
}

---

Record 5
{
  "formula": "C5H5F",
  "method": "ωB97M-V with the def2-TZVPD basis set",
  "smiles": "C=CC#CCF",
  "largest_force_ev_per_a": 6.0,
  "lumo_energy_ha": 0.0324,
  "gap_ev": 10.1849,
  "homo_energy_ev": -9.30,
  "spin_multiplicity": 1,
  "species": ["C", "C", "C", "C", "C", "F", "H", "H", "H", "H", "H"],
  "positions_angstrom": [[-2.03, -1.91, 0.90], [-1.79, -0.66, 1.06], [-0.77, -0.06, 0.35], [0.29, 0.18, -0.25], [1.58, 0.48, -0.83], [2.08, 1.85, -0.95], [-1.58, -2.53, -0.17], [-2.66, -2.38, 1.69], [-2.25, -0.10, 1.98], [2.49, -0.14, -0.46], [1.60, 0.31, -1.93]]
}

---

Record 6
{
  "formula": "C20H32O7Sc",
  "method": "ωB97M-V with the def2-TZVPD basis set",
  "charge": 3,
  "largest_force_ev_per_a": 0.3,
  "lumo_energy_ha": -0.3550,
  "gap_ev": 8.1977,
  "homo_energy_ev": -17.86,
  "spin_multiplicity": 1,
  "species": ["Sc", "C", "C", "O", "C", "C", "O", "C", "C", "O", "C", "C", "O", "C", "C", "O", "C", "C", "O", "H", "H", "H", "H", "H", "H", "H", "H", "H", "H", "H", "H", "H", "H", "H", "H", "H", "H", "H", "H", "H", "H", "H", "H", "C", "C", "O", "C", "C", "C", "C", "C", "C", "H", "H", "H", "H", "H", "H", "H", "H"],
  "positions_angstrom": [[-0.74, 0.15, -0.28], [-0.95, -1.94, -2.76], [-0.46, -0.59, -3.26], [0.31, -0.03, -2.17], [1.62, 0.56, -2.42], [1.64, 1.83, -1.62], [1.03, 1.51, -0.34], [1.17, 2.56, 0.66], [-0.21, 3.14, 0.86], [-1.08, 1.99, 0.99], [-1.94, 1.97, 2.15], [-2.64, 0.63, 2.09], [-1.67, -0.37, 1.66], [-0.64, -0.64, 2.63], [0.14, -1.80, 2.08], [0.43, -1.48, 0.69], [0.56, -2.70, -0.10], [-0.82, -3.01, -0.61], [-1.26, -1.83, -1.34], [-0.17, -2.69, -2.89], [-1.84, -2.26, -3.30], [-1.27, 0.10, -3.49], [0.17, -0.72, -4.14], [1.75, 0.75, -3.48], [2.37, -0.16, -2.07], [1.07, 2.63, -2.09], [2.67, 2.17, -1.46], [1.89, 3.30, 0.33], [1.54, 2.08, 1.57], [-0.55, 3.73, 0.00], [-0.26, 3.76, 1.75], [-2.67, 2.79, 2.10], [-1.33, 2.09, 3.04], [-3.42, 0.61, 1.33], [-3.06, 0.34, 3.05], [-1.09, -0.89, 3.60], [-0.01, 0.25, 2.76], [-0.45, -2.71, 2.12], [1.08, -1.95, 2.62], [0.98, -3.49, 0.52], [1.26, -2.48, -0.90], [-1.54, -3.15, 0.20], [-0.86, -3.89, -1.25], [-3.47, 2.27, -2.65], [-3.49, 1.11, -1.72], [-2.38, 0.76, -1.21], [-4.70, 0.41, -1.38], [-4.66, -0.77, -0.62], [-5.83, -1.43, -0.30], [-7.05, -0.91, -0.73], [-7.11, 0.26, -1.48], [-5.94, 0.92, -1.81], [-2.45, 2.59, -2.84], [-4.04, 3.10, -2.23], [-3.96, 2.01, -3.60], [-3.71, -1.20, -0.31], [-5.81, -2.35, 0.26], [-7.97, -1.42, -0.48], [-8.07, 0.65, -1.81], [-5.99, 1.82, -2.40]]
}

---

Record 7
{
  "formula": "C45H43InN2O4P2",
  "method": "ωB97M-V with the def2-TZVPD basis set",
  "charge": 2,
  "largest_force_ev_per_a": 2.8,
  "lumo_energy_ha": -0.2620,
  "gap_ev": 6.8559,
  "homo_energy_ev": -13.99,
  "spin_multiplicity": 1,
  "species": ["In", "P", "C", "O", "P", "C", "C", "C", "C", "C", "C", "C", "C", "C", "C", "C", "H", "H", "H", "H", "H", "C", "C", "C", "C", "C", "H", "H", "H", "H", "H", "C", "C", "C", "C", "C", "H", "H", "H", "H", "H", "C", "C", "C", "C", "C", "H", "H", "H", "H", "H", "C", "C", "C", "C", "C", "H", "H", "H", "H", "H", "C", "C", "C", "C", "C", "H", "H", "H", "H", "H", "H", "H", "C", "C", "C", "C", "C", "C", "O", "N", "C", "O", "N", "C", "O", "H", "H", "H", "H", "H", "H", "H", "H", "H", "H", "H"],
  "positions_angstrom": [[0.24, -0.23, -0.09], [2.04, 1.47, -1.50], [-0.05, 1.47, 1.77], [0.15, 2.36, 2.46], [0.24, -2.49, 1.34], [1.56, 3.22, -1.21], [1.71, 1.33, -3.29], [3.87, 1.51, -1.43], [1.51, -3.06, 2.50], [-1.26, -2.34, 2.38], [-0.10, -3.95, 0.30], [2.44, 4.18, -0.69], [1.96, 5.44, -0.33], [0.62, 5.76, -0.52], [-0.26, 4.83, -1.08], [0.22, 3.57, -1.47], [3.50, 3.94, -0.57], [2.65, 6.16, 0.12], [0.24, 6.75, -0.23], [-1.31, 5.07, -1.22], [-0.45, 2.88, -2.00], [4.46, 1.58, -0.15], [5.85, 1.60, -0.02], [6.67, 1.55, -1.16], [6.08, 1.49, -2.43], [4.69, 1.47, -2.57], [3.83, 1.61, 0.74], [6.30, 1.64, 0.97], [7.75, 1.55, -1.06], [6.71, 1.44, -3.32], [4.25, 1.43, -3.57], [1.50, 2.44, -4.14], [1.10, 2.24, -5.46], [0.95, 0.94, -5.96], [1.25, -0.16, -5.15], [1.65, 0.03, -3.83], [1.62, 3.45, -3.76], [0.90, 3.10, -6.09], [0.60, 0.79, -6.99], [1.17, -1.17, -5.55], [1.88, -0.84, -3.20], [-2.53, -2.65, 1.85], [-3.67, -2.41, 2.61], [-3.56, -1.83, 3.88], [-2.30, -1.50, 4.40], [-1.15, -1.77, 3.65], [-2.61, -3.08, 0.84], [-4.65, -2.67, 2.20], [-4.46, -1.62, 4.46], [-2.21, -1.03, 5.38], [-0.16, -1.53, 4.05], [2.44, -2.10, 2.98], [3.39, -2.47, 3.93], [3.43, -3.78, 4.41], [2.52, -4.73, 3.94], [1.57, -4.38, 2.97], [2.40, -1.09, 2.58], [4.11, -1.72, 4.28], [4.19, -4.06, 5.14], [2.54, -5.75, 4.32], [0.88, -5.13, 2.59], [-0.77, -5.09, 0.77], [-1.09, -6.12, -0.12], [-0.72, -6.02, -1.46], [0.00, -4.91, -1.92], [0.33, -3.88, -1.04], [-1.05, -5.18, 1.83], [-1.64, -6.99, 0.25], [-0.98, -6.82, -2.16], [0.30, -4.82, -2.97], [0.92, -3.02, -1.38], [4.37, -1.56, 0.55], [3.88, -1.83, 0.07], [-3.28, 4.03, 0.67], [-4.31, 2.93, 0.87], [-3.95, 1.60, 0.17], [-4.91, 0.37, 0.38], [-5.56, 0.27, 1.75], [-3.78, 1.82, -1.32], [-3.93, 2.87, -1.93], [-3.37, 0.62, -1.95], [-2.12, 0.21, -1.50], [-1.20, -0.21, -2.24], [-1.88, 0.36, -0.17], [-2.59, 1.14, 0.66], [-2.12, 1.41, 1.80], [-2.27, 3.66, 0.88], [-3.47, 4.87, 1.34], [-3.32, 4.37, -0.36], [-4.45, 2.73, 1.93], [-5.28, 3.27, 0.49], [-5.68, 0.36, -0.41], [-4.29, -0.53, 0.21], [-6.22, 1.12, 1.95], [-6.18, -0.63, 1.78], [-4.82, 0.18, 2.56], [-3.44, 0.66, -2.96]]
}

---

Record 8
{
  "formula": "C19H27N2O2PdSSi",
  "method": "ωB97M-V with the def2-TZVPD basis set",
  "charge": 3,
  "largest_force_ev_per_a": 0.3,
  "lumo_energy_ha": -0.4067,
  "gap_ev": 6.2895,
  "homo_energy_ev": -17.36,
  "spin_multiplicity": 1,
  "species": ["Pd", "C", "N", "C", "C", "C", "O", "H", "H", "H", "H", "H", "H", "H", "H", "H", "O", "H", "H", "S", "C", "N", "C", "C", "C", "C", "C", "C", "H", "H", "H", "H", "H", "C", "Si", "C", "C", "C", "C", "C", "C", "C", "H", "H", "H", "H", "H", "H", "H", "H", "H", "H", "H"],
  "positions_angstrom": [[0.80, 0.40, -0.05], [-2.16, -0.03, -3.37], [-0.88, -0.66, -3.74], [-0.70, -0.87, -5.19], [0.03, -0.99, -2.88], [1.35, -1.57, -3.25], [-0.23, -0.80, -1.57], [-2.35, 0.76, -4.09], [-2.11, 0.38, -2.37], [-2.95, -0.77, -3.45], [-1.64, -1.24, -5.58], [0.08, -1.59, -5.39], [-0.47, 0.09, -5.66], [1.83, -0.99, -4.04], [1.23, -2.59, -3.63], [2.00, -1.61, -2.38], [1.65, 1.94, -1.23], [1.46, 2.88, -1.09], [2.08, 1.84, -2.09], [2.99, 2.43, 3.25], [2.65, 1.31, 2.04], [1.46, 1.42, 1.50], [0.72, 2.48, 2.04], [-0.56, 2.90, 1.67], [-1.11, 3.97, 2.34], [-0.40, 4.63, 3.36], [0.87, 4.22, 3.72], [1.42, 3.14, 3.04], [3.37, 0.57, 1.72], [-1.12, 2.40, 0.89], [-2.10, 4.32, 2.08], [-0.86, 5.47, 3.86], [1.41, 4.73, 4.50], [0.01, -3.65, -0.86], [-0.78, -2.07, -0.36], [-2.62, -2.04, -0.32], [0.01, -1.22, 1.14], [1.21, -1.81, 1.66], [1.52, -1.74, 3.00], [0.65, -1.09, 3.87], [-0.53, -0.48, 3.42], [-0.85, -0.55, 2.08], [-0.25, -4.40, -0.11], [1.10, -3.62, -0.93], [-0.40, -4.01, -1.81], [-2.97, -2.65, 0.51], [-3.04, -2.48, -1.23], [-3.03, -1.04, -0.20], [1.87, -2.35, 0.99], [2.42, -2.21, 3.38], [0.88, -1.06, 4.93], [-1.19, 0.02, 4.11], [-1.78, -0.12, 1.74]]
}

---

Question: Number 1 is which compound?
Answer: C28H27MoN8O8S2